{"formula": "C28H38BNO6S", "method": "the ωB97M-V functional and the def2-TZVPD basis", "species": ["C", "C", "B", "O", "C", "C", "C", "O", "N", "C", "C", "O", "S", "O", "O", "O", "C", "C", "C", "H", "H", "H", "H", "H", "H", "H", "H", "H", "H", "H", "H", "H", "H", "H", "H", "H", "H", "H", "H", "C", "C", "C", "C", "C", "C", "H", "H", "H", "H", "H", "H", "C", "C", "C", "C", "C", "C", "H", "H", "H", "H", "H", "H", "C", "C", "C", "C", "C", "C", "H", "H", "H", "H", "H", "H"], "xyz": [[5.7320, -3.1243, 2.7892], [4.8836, -4.4141, 2.1806], [3.3390, -4.3000, 2.8249], [3.2472, -4.3991, 4.2983], [2.0217, -4.0587, 1.8148], [2.0328, -2.4412, 1.6002], [0.5838, -1.6921, 1.6702], [-0.5874, -2.1378, 1.2140], [0.5723, -0.2779, 2.2792], [1.1383, -0.2723, 3.6812], [-0.8364, 0.2561, 2.4134], [2.1937, -4.5648, 0.4136], [0.7081, -5.1833, -0.1699], [-0.1458, -4.2863, -1.1391], [0.8236, -6.5327, -0.9186], [-0.2306, -5.1633, 1.2537], [0.7010, -4.8363, 2.3837], [0.0608, -4.4459, 3.8410], [-1.5038, -3.9405, 3.7868], [6.0803, -3.4338, 3.8695], [6.6011, -2.7774, 2.0814], [4.9716, -2.2302, 2.9308], [4.8488, -4.4170, 0.9913], [5.3607, -5.4165, 2.6069], [2.8914, -5.3217, 4.5191], [2.8577, -2.0013, 2.3277], [2.4602, -2.2473, 0.5023], [0.9578, 0.8292, 4.1050], [2.3100, -0.4304, 3.7360], [0.5473, -0.9803, 4.4377], [-1.4021, -0.3154, 3.2705], [-0.7269, 1.3817, 2.7959], [-1.4362, 0.3264, 1.4043], [1.1385, -5.9258, 2.5996], [0.7291, -3.6751, 4.4583], [0.0612, -5.4412, 4.4998], [-1.9503, -3.8437, 2.7068], [-1.5448, -2.9069, 4.3412], [-2.1916, -4.7265, 4.3632], [-1.0301, 4.0241, -1.5874], [-1.4859, 3.5671, -2.8236], [-1.3520, 2.2211, -3.1630], [-0.7577, 1.3319, -2.2672], [-0.2935, 1.7907, -1.0348], [-0.4308, 3.1360, -0.6938], [-1.1406, 5.0716, -1.3205], [-1.9466, 4.2604, -3.5229], [-1.7104, 1.8647, -4.1252], [-0.6556, 0.2828, -2.5303], [0.1750, 1.0990, -0.3389], [-0.0711, 3.4929, 0.2677], [-0.4244, 7.5522, -3.4227], [0.7926, 7.1859, -2.8488], [1.8239, 8.1188, -2.7440], [1.6396, 9.4181, -3.2176], [0.4257, 9.7817, -3.8000], [-0.6069, 8.8499, -3.9014], [-1.2301, 6.8269, -3.4981], [0.9373, 6.1728, -2.4820], [2.7711, 7.8340, -2.2936], [2.4419, 10.1458, -3.1338], [0.2839, 10.7925, -4.1745], [-1.5537, 9.1341, -4.3531], [-5.0944, -0.2027, -2.2335], [-3.8326, -0.6764, -1.8754], [-3.2275, -1.6857, -2.6237], [-3.8866, -2.2250, -3.7287], [-5.1524, -1.7578, -4.0813], [-5.7560, -0.7459, -3.3352], [-5.5627, 0.5884, -1.6542], [-3.3199, -0.2580, -1.0128], [-2.2426, -2.0522, -2.3463], [-3.4143, -3.0095, -4.3134], [-5.6688, -2.1821, -4.9389], [-6.7414, -0.3803, -3.6116]], "forces_ev_per_angstrom": [[-0.77, -0.15, 0.30], [-0.38, 0.24, 0.08], [1.51, -0.93, 0.39], [-0.77, -1.66, -2.71], [-1.17, 1.13, 0.24], [0.08, 0.46, -0.41], [-5.03, 0.41, -0.64], [7.37, 1.94, 2.36], [-0.62, -3.05, 0.41], [0.58, 1.31, 1.38], [-0.61, 1.52, 0.30], [-2.52, -1.49, 0.69], [-4.65, -0.33, -6.13], [4.04, -2.21, 4.25], [0.84, 4.15, 4.26], [3.03, 0.85, -0.30], [1.79, -2.56, 0.88], [-0.82, -0.21, 0.45], [-0.31, -0.16, 0.42], [-0.42, 0.82, -2.29], [-1.67, -0.80, 1.59], [1.75, -1.56, -0.33], [0.26, -0.07, 2.62], [-0.92, 2.06, -1.14], [0.48, 2.00, -0.26], [-2.09, -0.43, -1.37], [-1.03, -0.46, 2.40], [0.47, -2.41, -0.95], [-2.58, 0.06, -0.23], [1.33, 1.20, -1.68], [0.78, 0.90, -1.89], [-0.15, -2.42, -0.84], [1.36, -0.60, 2.13], [-0.58, 2.21, -0.40], [-1.32, -1.61, -1.80], [0.16, 2.16, -1.60], [1.19, -0.06, 2.10], [-0.22, -2.02, -1.19], [1.57, 1.84, -1.17], [0.04, -0.17, -0.02], [0.07, -0.12, 0.11], [0.07, 0.05, 0.15], [0.00, 0.19, 0.02], [-0.07, 0.08, -0.10], [-0.08, -0.04, -0.17], [0.01, -0.12, -0.02], [0.05, -0.11, 0.10], [0.04, 0.04, 0.16], [-0.03, 0.14, 0.04], [-0.04, 0.09, -0.09], [-0.04, -0.05, -0.12], [0.16, 0.16, 0.01], [-0.01, 0.13, -0.03], [-0.17, 0.09, -0.09], [-0.14, -0.15, -0.01], [0.01, -0.14, 0.06], [0.15, -0.07, 0.09], [0.11, 0.08, 0.00], [-0.03, 0.14, -0.06], [-0.14, 0.04, -0.07], [-0.11, -0.10, -0.02], [0.02, -0.16, 0.06], [0.14, -0.04, 0.07], [0.07, -0.16, -0.11], [-0.10, -0.05, -0.13], [-0.11, 0.06, -0.06], [-0.08, 0.16, 0.11], [0.07, 0.07, 0.12], [0.17, -0.05, 0.06], [0.06, -0.11, -0.07], [-0.05, -0.06, -0.14], [-0.14, 0.00, 0.00], [-0.06, 0.10, 0.10], [0.08, 0.07, 0.13], [0.14, -0.05, 0.03]], "lumo_ev": -0.14, "total_charge": 0, "e_tot_ev": -54931.582, "gap_ev": 8.798, "max_force_ev_per_a": 7.98}

---

{"formula": "C44H35Cl2N5O2PPmS2", "method": "the ωB97M-V functional and the def2-TZVPD basis", "species": ["Pm", "C", "C", "N", "C", "C", "C", "C", "C", "C", "C", "N", "C", "C", "C", "C", "C", "C", "C", "C", "N", "C", "H", "H", "H", "H", "H", "H", "H", "H", "H", "H", "H", "H", "O", "C", "O", "C", "C", "C", "C", "C", "C", "S", "H", "H", "H", "H", "C", "P", "C", "C", "C", "C", "C", "C", "C", "H", "H", "H", "H", "H", "H", "H", "H", "H", "H", "H", "S", "C", "N", "C", "C", "C", "C", "H", "H", "H", "H", "H", "Cl", "C", "C", "C", "C", "C", "Cl", "C", "N", "H", "H", "H"], "xyz": [[0.5130, 0.3525, 0.6186], [1.7336, 3.6767, -2.8143], [1.1041, 3.0044, -1.7666], [0.9987, 1.6871, -1.7113], [1.5544, 0.9535, -2.6976], [2.2860, 1.5434, -3.7647], [2.3271, 2.9507, -3.8167], [2.9539, 0.7342, -4.6979], [2.9188, -0.6355, -4.5539], [2.1542, -1.2350, -3.5661], [1.4058, -0.4780, -2.6473], [0.6698, -0.9895, -1.6467], [0.1217, -2.2201, -1.6892], [-0.3356, -2.8640, -2.8472], [-0.9512, -4.1051, -2.7956], [-1.1241, -4.7705, -1.6031], [-0.7140, -4.1654, -0.4022], [-0.8588, -4.7793, 0.8594], [-0.4329, -4.1189, 1.9841], [0.1217, -2.8424, 1.8519], [0.2955, -2.2478, 0.6888], [-0.1033, -2.8827, -0.4324], [1.7645, 4.7565, -2.8205], [0.6791, 3.5539, -0.9332], [2.8371, 3.4307, -4.6453], [3.5099, 1.2067, -5.4979], [3.4851, -1.2591, -5.2405], [2.1522, -2.3138, -3.4738], [-0.2335, -2.3606, -3.7980], [-1.3050, -4.5615, -3.7157], [-1.5953, -5.7445, -1.5674], [-1.3177, -5.7600, 0.9204], [-0.5381, -4.5618, 2.9643], [0.4472, -2.2883, 2.7243], [2.5073, -0.8278, 2.7675], [1.8585, 0.2069, 2.9779], [0.6101, 0.3035, 2.7919], [2.5181, 1.4404, 3.5473], [2.8179, 1.4941, 4.8942], [3.3336, 2.6485, 5.4660], [3.5623, 3.7575, 4.6644], [3.2707, 3.7140, 3.3184], [2.7391, 2.5614, 2.7267], [2.3875, 2.5732, 1.0363], [2.6235, 0.6249, 5.5122], [3.5594, 2.6715, 6.5257], [3.9451, 4.6757, 5.0994], [3.4299, 4.5778, 2.6885], [-2.2865, 3.8117, -0.8780], [-1.8831, 1.9903, -1.0204], [-2.0146, 1.9902, -2.8911], [-3.5685, 1.3532, -0.6860], [-4.4084, 1.9718, 0.2354], [-5.6853, 1.4931, 0.4604], [-6.1442, 0.3809, -0.2240], [-5.2928, -0.2792, -1.0977], [-4.0144, 0.1941, -1.3171], [-2.3200, 4.1020, 0.1683], [-3.2349, 4.0407, -1.3645], [-1.4824, 4.3665, -1.3568], [-2.9854, 2.3487, -3.2347], [-1.8472, 0.9867, -3.2761], [-1.2326, 2.6455, -3.2723], [-4.0556, 2.8206, 0.8003], [-6.3211, 1.9941, 1.1785], [-7.1504, 0.0158, -0.0632], [-5.6264, -1.1794, -1.5975], [-3.3346, -0.3476, -1.9580], [3.5403, -0.3397, -0.1305], [3.6578, -1.9975, -0.3000], [4.2268, -2.4635, -1.4694], [4.4081, -3.7860, -1.7339], [4.0421, -4.7236, -0.8191], [3.4683, -4.3009, 0.4019], [3.2858, -2.9607, 0.6548], [4.4346, -1.7457, -2.1512], [4.8711, -4.0245, -2.6792], [4.1935, -5.7731, -1.0257], [3.1851, -5.0410, 1.1360], [2.8761, -2.5962, 1.5850], [-0.7495, 2.7473, 1.8275], [-2.0732, 1.8791, 2.5565], [-2.7477, 2.4259, 3.6129], [-3.8199, 1.7511, 4.1914], [-4.1811, 0.5121, 3.6683], [-3.4910, -0.0236, 2.6142], [-3.9736, -1.5760, 1.9994], [-2.3651, 0.5917, 1.9573], [-1.7605, 0.1085, 0.9290], [-2.4497, 3.4006, 3.9768], [-4.3617, 2.1823, 5.0220], [-5.0170, -0.0359, 4.0875]], "forces_ev_per_angstrom": [[-1.92, 0.01, -2.56], [0.29, 0.04, -0.58], [-0.18, -0.59, 0.28], [0.61, 0.54, -0.05], [0.29, 0.12, -0.52], [-0.30, 0.05, 0.32], [-0.21, 0.08, 0.33], [0.31, -0.37, -0.34], [0.18, 0.55, -0.44], [-0.38, -0.06, 0.40], [0.21, -0.51, -0.03], [-0.12, 0.49, 0.42], [-0.22, -0.30, -0.44], [0.29, 0.51, 0.23], [-0.23, -0.64, 0.33], [-0.19, -0.16, -0.43], [0.29, 0.33, 0.12], [0.12, 0.25, 0.24], [-0.27, -0.46, -0.33], [0.20, 0.40, -0.13], [-0.08, -0.29, 0.62], [-0.17, -0.43, -0.22], [-0.01, 0.08, 0.06], [0.02, -0.04, -0.04], [0.03, 0.04, 0.06], [0.06, -0.02, -0.03], [-0.03, 0.00, 0.00], [-0.12, 0.01, -0.03], [0.05, 0.05, -0.03], [0.02, 0.03, 0.03], [-0.04, -0.05, -0.01], [0.00, -0.01, 0.01], [-0.02, 0.03, 0.06], [0.00, 0.07, -0.04], [0.04, 0.14, 0.16], [1.20, -0.31, 1.39], [-0.45, -0.09, 1.06], [-0.01, 0.15, -0.25], [0.04, -0.03, 0.20], [0.11, -0.11, 0.19], [0.03, 0.17, 0.24], [-0.03, -0.12, 0.01], [0.05, 0.00, 0.30], [0.12, 0.04, -0.57], [0.02, -0.04, 0.00], [-0.02, 0.04, 0.02], [0.04, -0.03, 0.01], [0.02, 0.07, -0.05], [0.06, -0.28, 0.06], [-0.61, 0.42, -0.86], [-0.04, -0.02, 0.22], [0.04, -0.01, 0.14], [0.09, 0.09, -0.27], [-0.30, -0.04, -0.01], [-0.08, 0.04, 0.04], [-0.06, -0.08, -0.15], [0.00, 0.15, 0.00], [-0.04, 0.08, 0.01], [-0.04, 0.06, -0.05], [0.08, 0.12, -0.07], [-0.07, 0.03, -0.04], [0.07, -0.09, -0.07], [0.11, 0.00, -0.12], [-0.02, 0.11, 0.05], [-0.03, 0.00, 0.08], [-0.04, -0.05, 0.06], [0.00, -0.07, -0.03], [0.02, -0.11, -0.12], [0.23, -0.03, -0.02], [0.53, 1.22, -0.90], [-0.29, -0.90, 0.47], [0.01, 0.22, 0.18], [0.13, -0.10, -0.31], [-0.08, 0.95, 0.06], [-0.05, -1.44, 0.35], [-0.03, 0.00, -0.03], [-0.04, -0.02, -0.08], [0.01, 0.02, -0.07], [-0.07, 0.00, 0.10], [-0.03, 0.09, 0.00], [0.11, 0.56, 0.50], [-0.40, -0.14, 0.28], [0.06, 0.22, -0.06], [-0.24, 0.22, 0.29], [-0.02, -0.08, -0.02], [-0.18, 0.01, 0.35], [-0.17, -0.40, -0.06], [0.13, -0.18, -0.27], [1.54, -0.26, 0.22], [0.05, 0.07, 0.08], [-0.02, 0.02, 0.05], [-0.01, -0.04, 0.00]], "multiplicity": 5, "lumo_ev": [3.98, 3.98], "s_squared": 6.006, "total_charge": -2, "e_tot_ev": -130305.606, "gap_ev": [4.110, 4.136], "max_force_ev_per_a": 3.19}

---

{"formula": "C8H14", "method": "the ωB97M-V functional and the def2-TZVPD basis", "species": ["C", "C", "C", "C", "H", "H", "H", "H", "H", "H", "H", "H", "C", "C", "C", "C", "H", "H", "H", "H", "H", "H"], "xyz": [[0.7378, 3.5758, 0.1731], [0.7428, 2.3197, 0.9776], [0.0119, 1.2350, 0.7446], [0.0969, -0.0069, 1.5947], [0.0335, 3.6285, -0.6533], [0.5512, 4.4056, 0.8727], [1.7438, 3.8336, -0.1756], [1.4515, 2.3767, 1.8029], [-0.7641, 1.2122, -0.0073], [0.5656, 0.1681, 2.5619], [-0.9408, -0.3127, 1.7599], [0.6247, -0.7908, 1.0684], [-1.8989, -0.9001, -1.3580], [-0.6282, -1.2335, -1.1409], [-0.1758, -2.5989, -0.8725], [1.0290, -2.8851, -0.3726], [-2.7027, -1.6269, -1.4417], [-2.2600, 0.1177, -1.4599], [0.1188, -0.4956, -1.4278], [-0.8443, -3.4221, -1.1050], [1.2467, -3.8725, 0.0130], [1.7886, -2.1191, -0.2659]], "forces_ev_per_angstrom": [[0.30, 0.89, 0.67], [-0.02, 0.08, -0.65], [0.50, 0.13, 1.07], [-0.69, 0.58, -0.10], [-0.05, -0.18, 0.02], [-0.35, -0.02, -0.26], [-0.05, -0.35, -0.28], [-0.09, -0.45, 0.01], [0.19, 0.22, -0.32], [0.11, 0.09, -0.06], [0.22, -0.43, 0.16], [-0.02, -0.24, 0.10], [-0.55, -0.17, 0.07], [-0.21, -0.12, -1.69], [0.50, -0.15, -0.09], [-0.38, 0.10, -0.01], [0.16, -0.19, 0.49], [0.42, 0.07, -0.31], [0.17, 0.08, 0.94], [-0.32, 0.13, 0.40], [0.21, -0.08, -0.38], [-0.05, 0.00, 0.21]], "lumo_ev": 0.97, "total_charge": 0, "e_tot_ev": -8520.686, "gap_ev": 9.840, "max_force_ev_per_a": 1.71}

---

{"formula": "C3H8N2O", "method": "the ωB97M-V functional and the def2-TZVPD basis", "species": ["C", "N", "C", "H", "H", "H", "H", "H", "N", "C", "O", "H", "H", "H"], "xyz": [[-1.6386, 0.2429, 1.6429], [-0.4802, 0.5305, 1.2079], [0.4081, -0.7100, 1.3390], [-2.3763, 1.0406, 1.6919], [-1.9170, -0.6875, 2.1324], [1.4132, -0.3975, 1.6189], [0.0592, -1.2304, 2.2379], [0.3179, -1.3924, 0.5008], [0.9590, 0.4615, -1.4077], [0.4548, 0.2672, -2.6591], [-0.6828, -0.0530, -2.8881], [1.8163, 0.9961, -1.4479], [0.5242, 0.3912, -0.4947], [1.1423, 0.5409, -3.4742]], "forces_ev_per_angstrom": [[0.21, 1.54, 0.32], [-0.03, -2.34, 0.19], [-0.74, 0.87, 1.66], [-0.13, -0.05, -0.30], [0.07, -0.29, -0.18], [0.17, -0.05, -0.73], [0.04, -0.27, -0.21], [0.32, 0.22, -0.23], [1.68, 0.45, -0.87], [-0.94, 0.67, 0.94], [-0.43, -0.64, -0.32], [0.00, -0.25, 0.45], [-0.54, 0.28, -0.85], [0.31, -0.14, 0.15]], "lumo_ev": 0.96, "total_charge": 0, "e_tot_ev": -8267.224, "gap_ev": 10.671, "max_force_ev_per_a": 2.35}

---

{"formula": "C5H9NO", "method": "the ωB97M-V functional and the def2-TZVPD basis", "species": ["C", "C", "N", "C", "C", "C", "O", "H", "H", "H", "H", "H", "H", "H", "H", "H"], "xyz": [[-2.8469, -0.4321, 0.1536], [-1.5997, 0.3493, 0.4293], [-0.5376, -0.2411, 0.7826], [0.7026, 0.5053, 0.7195], [1.3610, 0.0388, -0.5607], [2.7827, -0.2751, -0.6902], [1.8135, -1.3014, -0.5543], [-3.1784, -0.2137, -0.8693], [-3.6701, -0.1789, 0.8295], [-2.6114, -1.4966, 0.2302], [-1.6262, 1.4380, 0.2428], [1.3364, 0.2556, 1.5776], [0.5591, 1.6002, 0.6805], [0.8077, 0.3092, -1.4645], [3.2587, -0.2140, -1.6689], [3.4486, -0.1434, 0.1624]], "forces_ev_per_angstrom": [[-0.03, -0.05, 0.04], [0.16, -0.17, 0.03], [-0.39, 0.26, -0.19], [0.18, 0.04, -0.01], [-0.10, 0.17, -0.02], [0.31, 0.17, -0.02], [0.06, -0.24, -0.04], [-0.01, -0.03, 0.17], [0.11, 0.02, -0.07], [-0.13, 0.16, 0.04], [0.05, -0.16, -0.02], [-0.10, 0.01, -0.15], [-0.02, -0.17, 0.02], [0.11, -0.02, 0.14], [-0.07, 0.02, 0.15], [-0.12, -0.01, -0.09]], "lumo_ev": 1.17, "total_charge": 0, "e_tot_ev": -8866.582, "gap_ev": 10.854, "max_force_ev_per_a": 0.50}

---

> Which formula does entry 2 have?

C44H35Cl2N5O2PPmS2